Record 1
Formula: C39H34BrFMnN2OP
Source: OMol25
Level of theory: ωB97M-V/def2-TZVPD

**2S+1**: 5
**HOMO (spin up / spin down)**: -7.57 / -8.14 eV
**Total charge**: 0
**LUMO energy (spin up / spin down)**: 0.1 / 0.0 eV

CARTESIAN COORDINATES (ANGSTROEM)
Mn1 -0.501 0.243 0.000
O1 -1.830 -6.122 1.283
C1 -1.573 -4.801 1.337
C2 -2.400 -3.835 0.772
C3 -2.022 -2.512 0.856
N1 -0.890 -2.094 1.432
C4 -0.158 -3.024 2.019
Br1 1.396 -2.486 2.968
C5 -0.435 -4.379 2.010
H1 -2.617 -6.287 0.757
H2 -3.318 -4.109 0.266
H3 -2.654 -1.728 0.458
H4 0.208 -5.090 2.506
C6 -0.239 1.685 -3.932
C7 -0.544 2.958 -3.188
C8 -1.280 3.958 -3.814
C9 -1.600 5.139 -3.163
C10 -1.200 5.333 -1.851
C11 -0.456 4.357 -1.211
C12 -0.094 3.185 -1.877
P1 0.836 1.913 -0.953
C13 2.280 1.389 -1.971
C14 2.501 0.009 -1.862
C15 3.545 -0.624 -2.508
C16 4.412 0.134 -3.277
C17 4.212 1.498 -3.386
C18 3.157 2.157 -2.754
C19 3.082 3.649 -2.960
C20 1.614 2.777 0.449
C21 2.381 3.937 0.408
C22 2.875 4.472 1.585
C23 2.593 3.859 2.801
C24 1.838 2.698 2.839
C25 1.352 2.128 1.662
C26 0.604 0.837 1.630
H5 -1.021 1.470 -4.660
H6 -0.166 0.838 -3.250
H7 0.711 1.767 -4.467
H8 -1.608 3.801 -4.835
H9 -2.179 5.898 -3.674
H10 -1.464 6.241 -1.324
H11 -0.142 4.505 -0.187
H12 1.809 -0.572 -1.261
H13 3.674 -1.695 -2.423
H14 5.245 -0.335 -3.786
H15 4.901 2.089 -3.979
H16 3.281 3.894 -4.004
H17 3.849 4.146 -2.363
H18 2.119 4.066 -2.693
H19 2.566 4.447 -0.527
H20 3.466 5.379 1.558
H21 2.963 4.286 3.724
H22 1.619 2.215 3.784
H23 0.032 0.689 2.546
H24 1.353 0.032 1.572
N2 -0.766 -0.872 -1.349
C27 -1.200 -1.503 -2.352
C28 -1.988 -0.815 -3.414
C29 -2.785 0.274 -3.058
C30 -3.539 0.932 -4.015
C31 -3.486 0.532 -5.344
C32 -2.668 -0.527 -5.712
C33 -1.930 -1.204 -4.752
C34 -0.977 -2.978 -2.441
C35 -1.953 -3.832 -2.954
C36 -1.771 -5.207 -2.929
C37 -0.607 -5.748 -2.401
C38 0.367 -4.905 -1.881
C39 0.179 -3.533 -1.895
H25 -2.796 0.599 -2.024
H26 -4.174 1.759 -3.723
H27 -4.079 1.039 -6.093
H28 -2.602 -0.832 -6.749
H29 -1.280 -2.019 -5.046
H30 -2.874 -3.421 -3.347
H31 -2.541 -5.859 -3.323
H32 -0.464 -6.821 -2.384
H33 1.273 -5.320 -1.459
H34 0.919 -2.872 -1.461
F1 -2.171 0.645 0.621

Atomic partial charges in e from the Mulliken method, atoms 1 to 4:
1. Mn 0.750
2. O -0.571
3. C 0.923
4. C -0.330


Record 2
Formula: C4H8NO
Source: OMol25
Level of theory: ωB97M-V/def2-TZVPD

**HOMO**: -13.64 eV
**Total charge**: +1
**LUMO energy**: -5.0 eV

CARTESIAN COORDINATES (ANGSTROEM)
C1 1.838 1.103 -0.378
C2 0.069 -0.483 -0.981
C3 0.071 0.188 1.076
C4 -1.303 -0.291 0.351
N1 0.866 0.301 -0.061
O1 -1.812 -1.478 0.583
H1 2.244 1.902 0.208
H2 2.345 1.093 -1.342
H3 0.202 -1.546 -0.804
H4 -0.193 -0.116 -1.968
H5 -0.151 1.103 1.698
H6 0.472 -0.694 1.470
H7 -1.991 0.533 0.001
H8 -2.658 -1.615 0.149

Atomic partial charges in e from the Mulliken method, atoms 1 to 4:
1. C -0.093
2. C -0.791
3. C -0.589
4. C -0.015


Record 3
Formula: C15H22O6P
Source: OMol25
Level of theory: ωB97M-V/def2-TZVPD

**HOMO**: -3.25 eV
**Total charge**: -1
**LUMO energy**: 2.5 eV

CARTESIAN COORDINATES (ANGSTROEM)
C1 2.213 2.926 -1.938
C2 0.782 2.522 -1.632
O1 0.720 1.537 -0.617
P1 0.101 0.133 -1.170
C3 -1.413 -0.245 -0.275
C4 -2.654 -0.020 -0.862
O2 -3.661 -0.583 -0.409
O3 -2.725 0.806 -1.971
C5 -3.902 0.555 -2.693
C6 -3.757 -0.690 -3.550
O4 -0.159 0.185 -2.685
O5 1.058 -1.160 -0.869
C7 0.601 -2.243 -1.652
C8 1.521 -3.449 -1.601
H1 2.269 3.738 -2.663
H2 2.715 3.248 -1.026
H3 2.782 2.085 -2.335
H4 0.185 3.384 -1.286
H5 0.274 2.141 -2.536
H6 -1.348 -0.829 0.618
H7 -4.714 0.468 -1.955
H8 -4.099 1.448 -3.302
H9 -4.654 -0.900 -4.136
H10 -2.909 -0.582 -4.228
H11 -3.546 -1.561 -2.929
H12 -0.418 -2.498 -1.315
H13 0.504 -1.870 -2.687
H14 1.083 -4.308 -2.112
H15 2.476 -3.215 -2.074
H16 1.720 -3.739 -0.569
C9 3.074 0.842 4.521
C10 2.911 -0.492 4.208
C11 1.669 -0.968 3.850
C12 0.576 -0.113 3.800
C13 -0.751 -0.594 3.435
O6 -1.746 0.077 3.448
C14 0.751 1.224 4.120
C15 1.993 1.702 4.478
H17 4.047 1.215 4.797
H18 3.755 -1.162 4.245
H19 1.533 -2.008 3.612
H20 -0.866 -1.625 3.137
H21 -0.109 1.872 4.085
H22 2.120 2.744 4.724

Atomic partial charges in e from the Mulliken method, atoms 1 to 4:
1. C -1.251
2. C -0.252
3. O -0.379
4. P 1.134


Record 4
Formula: C40H43IrN4OP2S2Se
Source: OMol25
Level of theory: ωB97M-V/def2-TZVPD

**2S+1**: 5
**HOMO (spin up / spin down)**: -11.70 / -13.07 eV
**Total charge**: +2
**LUMO energy (spin up / spin down)**: -4.7 / -9.7 eV

CARTESIAN COORDINATES (ANGSTROEM)
Ir1 0.158 -0.804 -1.563
C1 -5.897 -0.614 4.338
S1 -4.185 -1.034 4.557
C2 -3.920 -2.426 3.465
C3 -2.681 -2.193 2.588
C4 -2.918 -1.062 1.582
N1 -1.905 -0.996 0.542
P1 -2.147 -1.239 -1.154
C5 -2.843 -2.894 -1.279
C6 -3.857 -3.208 -2.181
C7 -4.276 -4.522 -2.318
C8 -3.680 -5.525 -1.569
C9 -2.644 -5.222 -0.692
C10 -2.221 -3.914 -0.553
C11 -3.422 -0.086 -1.714
C12 -4.754 -0.180 -1.302
C13 -5.681 0.761 -1.710
C14 -5.293 1.799 -2.550
C15 -3.982 1.888 -2.983
C16 -3.050 0.950 -2.567
P2 -0.328 -0.331 0.683
C17 0.328 -0.968 2.245
C18 0.870 -2.251 2.242
C19 1.284 -2.837 3.429
C20 1.167 -2.139 4.622
C21 0.640 -0.852 4.630
C22 0.221 -0.264 3.447
C23 -0.505 1.448 0.949
C24 -1.673 2.119 0.597
C25 -1.731 3.503 0.673
C26 -0.623 4.223 1.094
C27 0.549 3.561 1.440
C28 0.609 2.181 1.366
H1 -6.138 0.203 5.012
H2 -6.512 -1.490 4.554
H3 -6.056 -0.320 3.300
H4 -4.826 -2.629 2.896
H5 -3.727 -3.267 4.141
H6 -2.487 -3.128 2.060
H7 -1.818 -1.998 3.225
H8 -2.984 -0.095 2.103
H9 -3.888 -1.228 1.103
H10 -4.315 -2.437 -2.784
H11 -5.062 -4.763 -3.019
H12 -4.005 -6.548 -1.685
H13 -2.152 -6.009 -0.140
H14 -1.374 -3.689 0.086
H15 -5.083 -1.014 -0.694
H16 -6.712 0.676 -1.399
H17 -6.021 2.527 -2.879
H18 -3.682 2.683 -3.651
H19 -2.027 1.023 -2.906
H20 0.976 -2.803 1.317
H21 1.709 -3.830 3.412
H22 1.503 -2.588 5.546
H23 0.570 -0.303 5.559
H24 -0.185 0.739 3.463
H25 -2.536 1.572 0.241
H26 -2.641 4.016 0.397
H27 -0.668 5.300 1.150
H28 1.418 4.123 1.754
H29 1.527 1.672 1.636
Se1 1.592 -2.561 -2.504
C29 1.602 -3.711 -1.057
N2 1.583 -4.447 -0.172
C30 5.969 -0.042 -1.680
C31 5.203 -0.280 -0.390
C32 4.145 0.774 -0.094
N3 3.074 0.711 -1.093
C33 2.294 1.638 -1.598
S2 0.867 1.175 -2.499
N4 2.490 2.956 -1.477
C34 3.680 3.705 -1.104
O1 3.601 4.452 -0.171
C35 4.851 3.552 -1.985
C36 4.751 3.003 -3.264
C37 5.874 2.939 -4.071
C38 7.092 3.408 -3.600
C39 7.194 3.956 -2.327
C40 6.076 4.039 -1.520
H30 6.661 -0.859 -1.868
H31 6.544 0.883 -1.636
H32 5.298 0.023 -2.537
H33 5.883 -0.296 0.463
H34 4.723 -1.264 -0.408
H35 4.576 1.772 -0.067
H36 3.690 0.578 0.883
H37 2.774 -0.236 -1.326
H38 1.661 3.524 -1.603
H39 3.800 2.653 -3.643
H40 5.800 2.528 -5.067
H41 7.967 3.354 -4.231
H42 8.144 4.327 -1.973
H43 6.130 4.479 -0.535

Atomic partial charges in e from the Mulliken method, atoms 1 to 4:
1. Ir 2.443
2. C -0.840
3. S 0.373
4. C -1.029


Record 5
Formula: C30H25FMoN7O3SSe
Source: OMol25
Level of theory: ωB97M-V/def2-TZVPD

**2S+1**: 3
**HOMO (spin up / spin down)**: -16.37 / -16.40 eV
**Total charge**: +3
**LUMO energy (spin up / spin down)**: -10.4 / -10.0 eV

CARTESIAN COORDINATES (ANGSTROEM)
Mo1 0.799 0.355 -0.378
Se1 5.921 5.935 -1.803
N1 6.064 4.173 -1.639
C1 4.853 3.721 -1.428
C2 4.548 2.299 -1.262
C3 5.499 1.281 -1.396
C4 5.108 -0.036 -1.274
C5 3.778 -0.322 -0.989
N2 2.869 0.646 -0.835
C6 3.237 1.942 -1.002
C7 2.161 2.937 -0.968
N3 0.896 2.471 -0.770
C8 -0.124 3.333 -0.770
C9 0.062 4.695 -0.972
C10 1.337 5.172 -1.176
C11 2.419 4.279 -1.169
C12 3.806 4.692 -1.389
N4 4.161 5.939 -1.570
H1 6.526 1.545 -1.620
H2 5.810 -0.848 -1.409
H3 3.423 -1.340 -0.883
H4 -1.104 2.911 -0.601
H5 -0.794 5.354 -0.971
H6 1.524 6.225 -1.351
C13 -4.461 -4.979 0.380
C14 -4.990 -3.800 -0.416
C15 -6.305 -3.284 0.130
C16 -6.810 -2.115 -0.693
C17 -5.780 -1.020 -0.722
C18 -6.144 0.294 -0.872
C19 -5.181 1.309 -0.886
F1 -5.593 2.561 -1.036
C20 -3.854 1.050 -0.748
C21 -3.445 -0.288 -0.600
C22 -2.065 -0.620 -0.492
O1 -1.176 0.367 -0.459
C23 -1.701 -1.949 -0.429
C24 -2.700 -2.927 -0.391
N5 -3.981 -2.649 -0.446
C25 -4.407 -1.320 -0.584
C26 -0.313 -2.431 -0.369
O2 0.061 -3.523 -0.105
O3 0.637 -1.458 -0.728
H7 -5.281 -5.684 0.507
H8 -4.130 -4.672 1.375
H9 -3.661 -5.522 -0.119
H10 -5.122 -4.085 -1.462
H11 -6.180 -2.996 1.178
H12 -7.018 -4.107 0.103
H13 -7.744 -1.726 -0.291
H14 -7.019 -2.441 -1.716
H15 -7.187 0.564 -0.980
H16 -3.137 1.854 -0.771
H17 -2.416 -3.965 -0.307
C27 2.685 -2.287 2.225
N6 3.277 -0.966 2.434
C28 4.677 -0.830 2.893
C29 4.836 0.690 3.103
N7 3.534 1.201 2.629
C30 2.701 0.206 2.342
S1 0.999 0.498 1.990
H18 3.365 -2.886 1.622
H19 1.732 -2.193 1.715
H20 2.536 -2.778 3.186
H21 5.345 -1.227 2.130
H22 4.814 -1.405 3.806
H23 5.645 1.108 2.509
H24 4.991 0.957 4.145
H25 3.187 2.122 2.845

Atomic partial charges in e from the Mulliken method, atoms 1 to 4:
1. Mo 1.713
2. Se 0.412
3. N -0.810
4. C 0.779


Record 6
Formula: C2H3O2S2
Source: OMol25
Level of theory: ωB97M-V/def2-TZVPD

**HOMO**: -3.79 eV
**SMILES**: C=CS(=O)(=O)[S-]
**Total charge**: -1
**LUMO energy**: 3.8 eV

CARTESIAN COORDINATES (ANGSTROEM)
C1 0.638 -0.424 0.324
C2 0.122 0.528 -0.447
S1 1.389 1.988 -1.160
O1 2.372 1.273 -1.950
O2 0.487 2.912 -1.854
S2 2.496 2.689 0.317
H1 0.014 -1.158 0.912
H2 1.698 -0.424 0.489
H3 -0.848 0.798 -0.774

Atomic partial charges in e from the Mulliken method, atoms 1 to 4:
1. C -0.502
2. C -0.349
3. S 0.778
4. O -0.587